{
  "formula": "CH3LiOPr",
  "method": "wB97M-V/def2-TZVPD",
  "e_homo_ev": [-16.443, -17.168],
  "multiplicity": 4,
  "total_charge": 2,
  "gap_ev": [7.505, 8.295],
  "species": ["Pr", "O", "C", "Li", "H", "H", "H"],
  "positions_angstrom": [[-4.128, 2.258, 0.587], [0.787, -0.297, -0.581], [1.567, -1.140, -0.170], [-0.099, 1.240, 0.097], [-1.872, 1.093, 0.031], [2.129, -1.780, -0.873], [1.616, -1.375, 0.909]],
  "forces_ev_per_angstrom": [[0.9280, -0.6263, -0.3254], [0.5622, 0.2187, 0.3864], [-0.7661, -0.5479, -0.1279], [0.0897, -0.4457, -0.3143], [-1.1376, 0.9049, 0.4556], [0.0141, 0.3350, 0.1656], [0.3097, 0.1614, -0.2399]],
  "lowdin_charge": [1.561, -0.136, -0.026, 0.608, -0.234, 0.118, 0.108]
}


{
  "formula": "CH3N",
  "method": "wB97M-V/def2-TZVPD",
  "e_homo_ev": -10.282,
  "multiplicity": 1,
  "smiles": "C=N",
  "total_charge": 0,
  "e_above_lowest_ev": 0.129,
  "gap_ev": 11.529,
  "species": ["N", "C", "H", "H", "H"],
  "positions_angstrom": [[0.721, -0.112, -0.626], [-0.322, 0.162, 0.028], [1.327, -0.642, 0.006], [-0.684, -0.299, 0.950], [-1.043, 0.891, -0.358]],
  "forces_ev_per_angstrom": [[0.4276, 0.5284, 0.9489], [-1.1292, 0.3383, -0.3780], [-0.0099, -0.6321, -0.5339], [0.6141, 0.0046, 0.3171], [0.0974, -0.2392, -0.3541]],
  "lowdin_charge": [0.014, -0.164, 0.036, 0.059, 0.054]
}